No. 1
{
  "formula": "C7H6BrN2",
  "method": "ωB97M-V/def2-TZVPD",
  "lumo_ha": -0.2147,
  "relative_energy_kj_mol": 0.00,
  "gap_ev": 7.69,
  "spin_multiplicity": 1,
  "smiles": "Cc1cccc([N+]#N)c1Br",
  "max_force_ev_per_a": 7.68,
  "charge": 1,
  "elements": ["C", "C", "C", "C", "C", "C", "N", "N", "C", "Br", "H", "H", "H", "H", "H", "H"],
  "xyz": [[1.3031, 1.5765, -1.3180], [0.5422, 0.6221, -0.5273], [-0.6954, 1.1722, -0.0584], [-1.6478, 0.5227, 0.7235], [-1.3356, -0.7748, 1.0483], [-0.2536, -1.4776, 0.6806], [-0.0425, -2.7378, 0.8811], [0.1930, -3.7733, 1.1169], [0.7845, -0.7258, -0.1887], [2.4133, -1.5568, -0.3283], [0.7436, 1.5534, -2.2784], [1.1703, 2.6109, -0.9088], [2.2937, 1.2014, -1.4535], [-0.8996, 2.1443, -0.3213], [-2.5460, 1.0079, 1.1219], [-2.0232, -1.3650, 1.8104]]
}

***

No. 2
{
  "formula": "CH3FOS",
  "method": "ωB97M-V/def2-TZVPD",
  "lumo_ha": 0.0235,
  "relative_energy_kj_mol": 228.80,
  "gap_ev": 10.65,
  "spin_multiplicity": 1,
  "max_force_ev_per_a": 5.27,
  "elements": ["C", "O", "F", "S", "H", "H", "H"],
  "xyz": [[-2.2834, -0.2139, 0.3841], [-2.2033, 1.0307, 0.1653], [-1.3746, -0.9170, -0.3006], [2.4270, 0.1297, -0.1053], [1.7034, -0.8865, -0.1768], [-1.5869, 1.3291, -0.4283], [3.3179, -0.4722, 0.4616]]
}

***

No. 3
{
  "formula": "C24H12Cl5N3OZr",
  "method": "ωB97M-V/def2-TZVPD",
  "lumo_ha": -0.2737,
  "relative_energy_kj_mol": 29.35,
  "gap_ev": 6.46,
  "spin_multiplicity": 1,
  "max_force_ev_per_a": 1.12,
  "charge": 2,
  "elements": ["Zr", "C", "C", "N", "C", "C", "C", "C", "C", "C", "C", "N", "C", "C", "C", "C", "C", "C", "C", "C", "N", "C", "H", "H", "H", "H", "H", "H", "H", "H", "H", "H", "H", "H", "Cl", "C", "C", "Cl", "C", "Cl", "C", "O", "C", "Cl", "C", "Cl"],
  "xyz": [[-0.0366, 0.4966, -0.2717], [4.4108, -0.1298, -0.0708], [3.1808, 0.4720, -0.2990], [2.0636, 0.0962, 0.3239], [2.1267, -0.9359, 1.2364], [3.3188, -1.6188, 1.4899], [4.4740, -1.1784, 0.8155], [3.3164, -2.7079, 2.4017], [2.1459, -3.0761, 2.9895], [0.9354, -2.3830, 2.7187], [0.9201, -1.3146, 1.8748], [-0.1972, -0.5410, 1.4704], [-1.4756, -0.5076, 2.0812], [-1.7649, -0.6624, 3.4061], [-3.0978, -0.5570, 3.8774], [-4.1276, -0.2823, 3.0279], [-3.8519, -0.0825, 1.6509], [-4.8452, 0.1748, 0.6850], [-4.5099, 0.3278, -0.6396], [-3.1708, 0.2641, -1.0021], [-2.1964, 0.0401, -0.1208], [-2.5314, -0.1814, 1.1973], [5.2844, 0.2203, -0.6012], [3.0964, 1.2804, -1.0162], [5.4168, -1.6825, 0.9949], [4.2389, -3.2347, 2.6085], [2.1239, -3.9133, 3.6739], [0.0209, -2.7196, 3.1888], [-0.9709, -0.8707, 4.1119], [-3.2888, -0.7047, 4.9316], [-5.1461, -0.2148, 3.3872], [-5.8822, 0.2413, 0.9950], [-5.2583, 0.5058, -1.3979], [-2.8703, 0.4012, -2.0328], [1.0772, 4.3138, -6.0572], [0.8537, 3.0801, -4.9072], [0.2524, 3.3752, -3.6853], [-0.2487, 4.9593, -3.2949], [0.0722, 2.3343, -2.7891], [-0.6458, 2.7741, -1.1820], [0.4735, 1.0220, -3.0335], [0.2882, 0.0171, -2.1083], [1.0979, 0.7510, -4.2394], [1.6209, -0.8441, -4.5543], [1.2780, 1.7733, -5.1763], [2.0285, 1.4225, -6.6588]]
}

***

No. 4
{
  "formula": "C2H6N2",
  "method": "ωB97M-V/def2-TZVPD",
  "lumo_ha": 0.0444,
  "relative_energy_kj_mol": 242.15,
  "gap_ev": 9.46,
  "spin_multiplicity": 1,
  "smiles": "C=NNC",
  "max_force_ev_per_a": 2.83,
  "elements": ["C", "N", "N", "C", "H", "H", "H", "H", "H", "H"],
  "xyz": [[1.9761, -0.0401, -0.0116], [0.7882, -0.5490, -0.0623], [-0.2720, 0.2810, -0.0672], [-1.6099, -0.2056, -0.0030], [2.2414, 1.0101, 0.0295], [2.8477, -0.7266, 0.0912], [-0.0480, 1.2890, 0.0062], [-2.3147, 0.5513, -0.4813], [-2.0005, -0.4327, 1.1310], [-1.6084, -1.1774, -0.6325]]
}